(1)
Computed, not measured: a 5-piece molecular cluster, C37H41F12INO12S overall in a non-equilibrium geometry, with wB97M-V/def2-TZVPD.

Each atom is followed by the atoms it is bonded to, with distances in Å.
Geometry (Å):
1 C -3.182 6.822 0.930  C2 1.503, H29 1.180, H30 1.185
2 C -2.446 6.220 -0.233  C1 1.503, C3 1.647, H31 1.175
3 C -1.551 4.875 0.088  C2 1.647, C4 1.641, C21 1.646
4 C -0.061 5.107 0.734  C3 1.641, S5 1.897, N6 1.513
5 S 0.536 6.872 1.093  C4 1.897, H32 1.409
6 N 0.836 3.928 1.044  C4 1.513, C7 1.533, H33 1.061
7 C 0.463 2.456 0.842  N6 1.533, C8 1.649, C12 1.672
8 C 1.616 1.357 1.270  C7 1.649, C9 1.645, H34 1.187, H35 1.194
9 C 1.285 0.531 2.653  C8 1.645, O10 1.361, I11 2.188
10 O 2.151 -0.458 3.004  C9 1.361
11 I -0.384 0.895 4.019  C9 2.188
12 C -1.029 2.032 0.218  C7 1.672, C13 1.639, C21 1.673
13 C -1.489 0.472 0.011  C12 1.639, C14 1.640, H36 1.170, H37 1.194
14 C -0.667 -0.349 -1.147  C13 1.640, C15 1.647, H38 1.179, H39 1.194
15 C 0.344 -1.499 -0.541  C14 1.647, C16 1.663, C20 1.641
16 C 1.655 -1.942 -1.464  C15 1.663, C17 1.657, H40 1.174
17 C 2.789 -3.050 -0.982  C16 1.657, C18 1.643, H41 1.182
18 C 2.574 -3.728 0.499  C17 1.643, C19 1.648, H42 1.192
19 C 1.304 -3.356 1.481  C18 1.648, C20 1.665, H43 1.176
20 C 0.208 -2.233 0.921  C15 1.641, C19 1.665, H44 1.171
21 C -2.029 3.319 -0.158  C3 1.646, C12 1.673, C22 1.665
22 C -3.546 3.123 -0.815  C21 1.665, O23 1.335, O24 1.500
23 O -4.600 2.643 -0.149  C22 1.335
24 O -3.748 3.554 -2.237  C22 1.500, C25 1.473
25 C -3.332 2.457 -3.128  O24 1.473, C26 1.786, H45 1.171, H46 1.174
26 C -1.609 2.735 -3.511  C25 1.786, C27 1.728, O28 1.554, H47 1.256
27 C -1.276 2.857 -5.202  C26 1.728, O28 1.650, H48 1.196, H49 1.153
28 O -0.887 1.571 -4.244  C26 1.554, C27 1.650
29 H -4.261 7.284 0.811  C1 1.180
30 H -2.666 6.759 1.995  C1 1.185
31 H -2.521 6.765 -1.271  C2 1.175
32 H 1.924 6.902 0.856  S5 1.409
33 H 1.797 4.156 1.430  N6 1.061
34 H 1.873 0.661 0.344  C8 1.187
35 H 2.624 1.959 1.485  C8 1.194
36 H -1.506 -0.037 1.064  C13 1.170
37 H -2.626 0.506 -0.351  C13 1.194
38 H -0.072 0.344 -1.893  C14 1.179
39 H -1.463 -0.937 -1.815  C14 1.194
40 H 1.804 -1.415 -2.503  C16 1.174
41 H 3.697 -3.309 -1.693  C17 1.182
42 H 3.385 -4.505 0.897  C18 1.192
43 H 1.241 -3.867 2.538  C19 1.176
44 H -0.669 -1.964 1.648  C20 1.171
45 H -3.888 2.447 -4.157  C25 1.171
46 H -3.363 1.424 -2.571  C25 1.174
47 H -0.966 3.482 -2.732  C26 1.256
48 H -0.710 3.873 -4.921  C27 1.196
49 H -0.357 2.471 -5.780  C27 1.153
50 C 4.905 -1.181 2.064  C51 1.518, H59 1.096, H60 1.094, H61 1.094
51 C 5.299 -0.482 3.352  C50 1.518, O52 1.436, H62 1.095, H63 1.096
52 O 6.705 -0.637 3.601  C51 1.436, C53 1.372
53 C 7.536 0.219 2.925  O52 1.372, O54 1.228, C55 1.528
54 O 7.141 1.077 2.141  C53 1.228
55 C 8.992 -0.021 3.320  C53 1.528, F56 1.364, F57 1.364, F58 1.363
56 F 9.320 -1.345 3.348  C55 1.364
57 F 9.274 0.466 4.562  C55 1.364
58 F 9.879 0.569 2.470  C55 1.363
59 H 5.212 -2.232 2.088  C50 1.096
60 H 3.823 -1.131 1.913  C50 1.094
61 H 5.396 -0.725 1.200  C50 1.094
62 H 4.774 -0.944 4.195  C51 1.095
63 H 5.019 0.578 3.341  C51 1.096
64 C 9.104 3.283 -0.234  C65 1.518, H73 1.096, H74 1.094, H75 1.094
65 C 7.807 2.848 -0.892  C64 1.518, O66 1.436, H76 1.095, H77 1.096
66 O 7.224 3.936 -1.626  C65 1.436, C67 1.372
67 C 7.739 4.165 -2.876  O66 1.372, O68 1.228, C69 1.528
68 O 8.648 3.505 -3.372  C67 1.228
69 C 6.997 5.311 -3.562  C67 1.528, F70 1.364, F71 1.364, F72 1.363
70 F 6.806 6.383 -2.740  C69 1.364
71 F 5.757 4.936 -3.990  C69 1.364
72 F 7.649 5.788 -4.659  C69 1.363
73 H 8.940 4.169 0.390  C64 1.096
74 H 9.509 2.481 0.390  C64 1.094
75 H 9.855 3.554 -0.981  C64 1.094
76 H 7.084 2.562 -0.121  C65 1.095
77 H 7.952 1.975 -1.537  C65 1.096
78 C -7.550 0.263 -2.632  C79 1.518, H87 1.096, H88 1.094, H89 1.094
79 C -6.979 -0.361 -1.372  C78 1.518, O80 1.436, H90 1.095, H91 1.096
80 O -7.074 -1.793 -1.431  C79 1.436, C81 1.372
81 C -6.096 -2.433 -2.148  O80 1.372, O82 1.228, C83 1.528
82 O -5.179 -1.854 -2.724  C81 1.228
83 C -6.288 -3.948 -2.085  C81 1.528, F84 1.364, F85 1.364, F86 1.363
84 F -7.583 -4.324 -2.288  C83 1.364
85 F -5.929 -4.461 -0.873  C83 1.364
86 F -5.550 -4.618 -3.015  C83 1.363
87 H -8.576 -0.081 -2.802  C78 1.096
88 H -7.551 1.355 -2.556  C78 1.094
89 H -6.968 -0.022 -3.514  C78 1.094
90 H -7.567 -0.039 -0.506  C79 1.095
91 H -5.945 -0.045 -1.195  C79 1.096
92 C -6.525 -6.300 1.006  C93 1.518, H101 1.096, H102 1.094, H103 1.094
93 C -7.382 -7.144 1.930  C92 1.518, O94 1.436, H104 1.095, H105 1.096
94 O -6.621 -8.237 2.467  C93 1.436, C95 1.372
95 C -5.817 -7.944 3.539  O94 1.372, O96 1.228, C97 1.528
96 O -5.722 -6.826 4.037  C95 1.228
97 C -5.107 -9.201 4.039  C95 1.528, F98 1.364, F99 1.364, F100 1.363
98 F -4.580 -9.947 3.025  C97 1.364
99 F -5.950 -10.030 4.720  C97 1.364
100 F -4.074 -8.930 4.885  C97 1.363
101 H -6.076 -6.921 0.223  C92 1.096
102 H -7.122 -5.514 0.535  C92 1.094
103 H -5.701 -5.829 1.549  C92 1.094
104 H -8.210 -7.582 1.363  C93 1.095
105 H -7.824 -6.544 2.734  C93 1.096

Computed properties:
HOMO-LUMO gap   0.1999 hartree
Maximum force   0.18730 Eh/bohr
E_LUMO   -5.4 eV
Net charge   +1
E   -4285.137171 a.u.
2S+1   1


(2)
Computed, not measured: an isolated ion of composition C4H6NS and charge +1 in a non-equilibrium geometry, with wB97M-V/def2-TZVPD.

Each atom is followed by the atoms it is bonded to, with distances in Å.
Geometry (Å):
1 C -1.213 -1.117 0.262  N5 1.203, S6 2.158, H7 1.041
2 C -3.041 1.064 -1.008  S6 1.531, H8 1.103
3 C 2.095 0.320 0.706  C4 1.552, H9 1.161, H10 1.097, H11 1.051
4 C 0.989 -0.151 -0.275  C3 1.552, N5 1.267, H12 1.139
5 N -0.103 -0.702 0.057  C1 1.203, C4 1.267
6 S -2.679 0.465 0.353  C1 2.158, C2 1.531
7 H -1.635 -2.066 0.198  C1 1.041
8 H -2.678 1.114 -2.049  C2 1.103
9 H 2.118 -0.485 1.541  C3 1.161
10 H 2.063 1.254 1.282  C3 1.097
11 H 3.035 0.103 0.290  C3 1.051
12 H 1.047 0.200 -1.357  C4 1.139

Computed properties:
HOMO-LUMO gap   0.2994 hartree
Maximum force   0.08328 Eh/bohr
E_LUMO   -5.1 eV
Net charge   +1
E   -608.514548 a.u.
ΔE to the lowest compared entry with this formula, charge and spin   390.5 kJ/mol
2S+1   1


What is the net charge in the first record? +1